No. 1
The following is a DFT calculation (the ωB97M-V functional and the def2-TZVPD basis) of a gas-phase ion, C6H13N (charge -1).

Computed properties:
Electronic energy = -7920.8802 eV
<S²> = 0.7503
Multiplicity = 2
Charge = -1
Relative energy (zero: lowest compared OMol25 entry of this formula, charge and spin) = 10.88 kcal per mole

Each line ends with the Löwdin charge.
Atoms and positions in Å:
N 0.094037 0.152679 0.252541  -0.20
C 0.651991 -1.982894 -0.580090  -0.27
H -0.194711 1.491481 2.451831  0.06
H 0.290246 -2.581888 0.255434  0.08
C 1.221972 -0.656804 -0.139489  -0.34
C -0.617666 -1.516945 -1.339892  -0.29
H 0.001248 2.034097 -0.556990  0.09
H -1.748933 -0.905698 0.324049  0.07
C 0.313505 1.572283 0.394717  -0.33
H 1.349178 -2.486222 -1.250039  0.07
H 1.985984 -0.725831 0.647740  0.08
H -1.340590 -2.322270 -1.455049  0.06
H -0.095272 3.121624 1.902872  0.05
H 1.376927 1.759696 0.531749  0.09
H -1.661195 0.446836 -0.835748  0.07
H -1.513829 2.198457 1.537286  0.05
H 1.752031 -0.268302 -1.036277  0.08
C -0.425896 2.122811 1.587891  -0.18
H -0.338126 -1.066104 -2.291227  0.06
C -1.100903 -0.387013 -0.401318  -0.29

Cartesian forces, eV/Å:
0.3 -1.0 0.3
-0.8 0.5 -0.6
-0.1 -0.1 -0.1
0.4 -0.2 0.1
0.9 0.1 -0.3
0.5 0.8 0.6
0.1 0.5 0.2
-0.1 0.4 0.2
-0.8 -0.4 -0.8
0.0 -0.4 0.3
-0.2 -0.1 0.1
-0.2 0.1 -0.2
0.1 0.1 -0.4
0.1 -0.1 -0.1
-0.1 -0.2 -0.4
0.0 -0.3 -0.5
-0.1 0.2 0.2
0.0 0.6 1.2
0.1 -0.2 -0.2
-0.2 -0.2 0.5



No. 2
The following is a DFT calculation (the ωB97M-V functional and the def2-TZVPD basis) of a single C21H17Cl2FN4O4S molecule.

Computed properties:
Electronic energy = -74796.4105 eV
Charge = 0
Structure (SMILES) = C[C@@H]1CCO[C@H]2Cn3cc(-c4nnc(Cc5c(Cl)ccc(Cl)c5F)s4)c(=O)c(O)c3C(=O)N12
Relative energy (zero: lowest compared OMol25 entry of this formula, charge and spin) = 86.63 kcal per mole

Each line ends with the Löwdin charge.
Atoms and positions in Å:
O -3.182356 0.704672 0.668817  0.09
H 3.931135 -3.329309 7.068406  0.12
C 3.679864 -2.265263 6.851726  -0.16
S 2.034419 0.054058 3.007406  1.11
O -0.783199 1.376543 2.160734  0.06
F 3.400802 1.616686 5.848972  0.07
C -1.325324 0.149839 -3.989463  -0.27
N -0.405215 0.534134 -1.730679  -0.02
H -3.069655 -1.025362 -6.033958  0.11
H -5.491517 -0.668392 -3.148266  0.08
O -3.859224 1.040878 -1.953328  0.08
N -2.631859 0.293184 -3.567391  0.05
C 2.853314 -1.495551 7.591859  -0.09
C -3.818641 0.111943 -4.392320  -0.31
H -4.432958 0.996652 -4.336557  0.14
C -1.907842 0.831132 0.145670  -0.07
C 4.775249 0.076321 3.959605  -0.10
C -4.797203 -0.992762 -3.919539  -0.02
C -0.651720 0.932986 1.019326  -0.28
H -2.667100 2.056284 -5.951979  0.14
C -3.451471 -0.062990 -5.876837  -0.13
H -4.220536 -1.882122 -3.665661  0.09
H 5.072194 1.118884 4.174198  0.14
H 5.704576 -0.392193 3.690650  0.11
C 3.742516 -0.059276 2.910547  -0.62
C 1.869197 0.396426 1.274032  -0.50
Cl 1.495362 0.686794 8.113653  0.71
C 2.532556 -0.215945 7.067169  -0.57
H 0.316318 1.636031 -3.290002  0.13
H -4.272703 0.242370 -6.592863  0.15
H 1.604414 0.018817 -1.302191  0.10
N 4.071128 -0.183394 1.688321  0.03
C 3.307059 0.289327 6.060349  -0.28
Cl 5.163133 -3.101483 4.829664  0.68
N 3.051074 0.311774 0.848475  -0.01
C 4.280687 -1.868624 5.728601  -0.59
C -2.740254 0.646260 -2.237621  -0.34
C -0.144735 0.673368 -3.155626  -0.04
C 0.768427 0.463971 -0.931834  0.06
C -2.388942 0.978334 -6.157896  -0.16
H 2.322435 -1.907743 8.419912  0.10
C -1.728438 0.764609 -1.250815  -0.02
H -1.148173 -0.890200 -4.106558  0.14
H -2.155391 0.878765 -7.299968  0.15
C 4.121148 -0.534044 5.238099  -0.15
O -1.178850 0.766504 -5.320906  -0.11
H -3.702507 0.820409 -0.152386  0.08
H 0.648373 -0.003354 -3.574752  0.15
H -5.278220 -1.280716 -4.861530  0.08
C 0.688651 0.690768 0.434736  -0.09

Cartesian forces, eV/Å:
2.6 0.8 -0.5
-0.6 0.9 0.5
0.6 -3.4 1.5
-2.4 1.0 1.8
0.1 -1.0 -0.6
-0.7 -0.2 -0.1
1.0 0.7 -3.9
2.5 -0.5 1.1
0.4 -1.5 -0.7
0.2 -0.2 -0.1
-1.8 0.0 2.0
0.7 0.7 3.2
-1.2 1.2 -1.5
-1.6 -0.4 -0.2
0.2 0.8 0.1
-0.3 -0.9 -1.8
-1.0 -0.7 2.5
1.1 -0.2 -1.1
-0.8 1.8 1.1
-0.3 -1.3 -0.3
-0.4 3.0 0.8
-0.1 -0.1 0.5
-0.7 -0.3 -0.3
0.1 -0.7 -0.3
-0.8 0.0 -1.0
0.2 -0.3 2.7
-0.1 0.7 -0.5
0.5 -1.1 2.6
-0.9 0.9 -0.9
0.4 -0.9 1.1
2.3 -0.6 -1.6
0.1 2.5 -2.5
1.2 0.0 -1.3
-0.1 0.8 0.1
2.8 -1.7 -2.9
0.7 2.3 -3.4
-3.2 1.3 -2.6
0.3 -1.2 -0.4
-5.2 0.7 2.2
1.5 0.3 -0.7
-0.2 0.1 0.5
3.9 -1.0 2.1
0.6 -1.3 -0.4
0.4 0.3 2.2
0.8 -0.5 1.0
-0.2 -0.3 -0.4
-0.8 0.0 0.0
-0.3 0.3 1.2
-0.6 0.1 0.4
-1.1 -1.0 -1.2



No. 3
The following is a DFT calculation (the ωB97M-V functional and the def2-TZVPD basis) of a single C5H8O2 molecule.

Computed properties:
Electronic energy = -9404.3968 eV
Charge = 0
Relative energy (zero: lowest compared OMol25 entry of this formula, charge and spin) = 125.34 kcal per mole

Each line ends with the Löwdin charge.
Atoms and positions in Å:
H 1.553319 1.666037 -0.322645  0.12
H -1.781616 -0.057827 -0.388539  0.16
C -0.521299 -1.343534 0.794545  -0.21
C 0.445346 1.503059 -0.524711  -0.21
H -0.990309 -0.381714 2.395621  0.09
H -0.126368 0.148585 -2.284732  0.13
H 1.911605 -0.145794 -0.022413  0.04
H 0.138840 2.413024 -1.042461  0.15
O -0.334668 1.089801 0.583583  -0.05
C 0.245559 0.154022 -1.260187  -0.26
H -0.887541 -2.241296 0.284888  0.13
H 0.551554 -1.481053 0.999122  0.12
C 1.683935 0.212121 -1.043225  0.09
C -0.727955 -0.136490 -0.094675  -0.25
O -1.264869 -1.214604 1.986224  -0.05

Cartesian forces, eV/Å:
-0.1 0.2 0.2
0.1 0.0 0.0
0.2 -0.1 -0.3
0.2 0.4 -0.1
-0.1 -0.2 0.0
0.1 0.0 0.2
0.0 0.0 -0.2
-0.1 -0.2 0.0
0.0 0.0 0.0
0.1 -0.1 -0.2
0.1 0.1 0.0
-0.2 0.0 0.0
-0.2 -0.3 0.1
-0.1 -0.2 0.1
0.1 0.2 0.2



Which formula does entry 2 have?
C21H17Cl2FN4O4S



Which value of charge does entry 1 give?
-1